C6H5F4N | ωB97M-V with the def2-TZVPD basis set

Geometry as XYZ:
```
16
Properties=species:S:1:pos:R:3:forces:R:3
C 0.655787 -1.536199 -0.052473 1.687 8.211 2.434
C 1.964676 0.867429 0.173806 1.593 0.846 -0.331
F 1.748323 -2.303220 0.093845 -1.934 0.275 -0.553
F 2.064172 2.113896 0.758908 -1.005 -0.970 0.117
C 0.734392 0.098331 0.347975 -1.580 -5.653 -0.531
F 3.033262 0.200180 0.565888 0.712 -0.824 0.998
C -0.587241 0.771630 0.083722 1.307 -1.977 -1.253
C -1.579389 -1.176536 -0.529816 0.346 0.183 2.238
F 2.238654 1.126136 -1.121222 -0.567 0.294 -1.110
H -2.225876 -1.510268 -1.251697 -2.267 -0.188 -1.489
C -1.840201 -0.016124 0.412430 3.335 -1.445 1.089
H -1.899433 -0.036167 1.548651 0.179 -1.170 -1.312
H -2.668126 0.483400 0.118488 -2.652 1.598 -1.119
H -0.480695 1.019482 -0.966800 -0.546 -0.167 -1.020
H -0.679444 1.702443 0.452810 0.088 3.262 1.970
N -0.478858 -1.804415 -0.634511 1.304 -2.274 -0.128
```
Forces are in eV/Å.

- Maximum force: 8.73 eV Å⁻¹
- SMILES string: FC1=C(C(F)(F)F)CCC=N1
- Orbital gap (alpha / beta): 7.57 / 8.11 eV
- E_LUMO (alpha / beta): -0.03045 / -0.02702 Eh
- Highest occupied orbital energy (alpha / beta): -8.4 / -8.8 eV



C4H5N3 | ωB97M-V with the def2-TZVPD basis set

Geometry as XYZ:
```
12
Properties=species:S:1:pos:R:3:forces:R:3
H 1.947964 0.449272 1.594285 -0.108 0.049 -0.001
H -0.028207 0.734732 -0.795784 0.391 0.692 -1.064
C -1.102975 -0.186189 0.679052 2.825 0.398 -0.050
C 2.326760 -0.299980 -0.337328 -0.361 0.790 0.497
C 0.167062 0.747171 0.248931 -1.710 -1.270 0.542
C 1.542358 0.329355 0.598970 -1.714 0.270 0.845
H -1.956648 -1.006791 -2.014947 -0.023 -0.287 1.031
N -2.511110 -0.736767 -1.170882 -0.197 0.424 -1.511
N -1.947717 -0.658925 -0.068564 -1.200 -0.701 -0.978
H -0.306699 1.573908 0.751941 1.069 1.212 -0.027
N 3.044343 -0.588471 -1.181249 1.077 -0.953 -1.320
H -1.175132 -0.357310 1.695574 -0.049 -0.624 2.037
```
Forces are in eV/Å.

- Maximum force: 2.85 eV Å⁻¹
- Orbital gap (alpha / beta): 8.66 / 7.01 eV
- E_LUMO (alpha / beta): -0.01381 / -0.05258 Eh
- Highest occupied orbital energy (alpha / beta): -9.0 / -8.4 eV



H2N2O3S | ωB97M-V with the def2-TZVPD basis set

Geometry as XYZ:
```
8
Properties=species:S:1:pos:R:3:forces:R:3
N 1.657096 -0.023113 0.049971 -1.610 0.572 0.389
O 1.195224 0.798733 0.807721 0.452 0.902 0.802
O 0.742068 -0.782067 -0.530790 -1.450 -1.734 -1.359
N -1.765899 -0.079387 -0.068326 2.346 -0.357 -1.381
S -1.941105 1.415962 -0.231988 -0.358 1.446 -0.152
H -2.359415 -0.525472 0.550269 -1.911 -1.095 1.658
O 2.791751 -0.220537 -0.241765 0.545 -0.160 -0.089
H -0.319722 -0.584121 -0.335095 1.986 0.425 0.130
```
Forces are in eV/Å.

- Maximum force: 2.76 eV Å⁻¹
- SMILES string: O=[N+]([O-])O.N=S
- Orbital gap (alpha / beta): 7.37 / 7.36 eV
- E_LUMO (alpha / beta): -0.09086 / -0.09057 Eh
- Highest occupied orbital energy (alpha / beta): -9.8 / -9.8 eV



C7H17ClSi | ωB97M-V with the def2-TZVPD basis set

Geometry as XYZ:
```
26
Properties=species:S:1:pos:R:3:forces:R:3
C 2.220772 0.315454 2.359948 -0.538 2.126 -2.620
H -0.744866 -2.172359 0.768681 1.453 0.459 -0.005
H 0.926325 -2.616481 1.307175 -0.590 1.123 -1.031
H -2.022494 2.049139 -0.678713 1.936 0.240 0.131
H 1.716625 1.988693 0.195862 -0.018 -0.581 0.136
H -1.887304 -1.426197 -0.397531 0.000 -0.881 0.725
H -0.566287 0.307405 -2.106675 0.325 -0.145 -0.124
H 0.330530 -2.113882 -1.802772 -0.462 0.144 0.046
C 1.174515 -1.670169 -1.288247 -0.089 -0.794 2.370
H 2.083100 -0.657199 2.515217 -0.497 -4.250 0.592
C 0.269176 -1.704088 1.036255 -1.251 -2.262 1.677
Si 2.058748 0.554030 0.505957 -2.372 -0.272 0.408
C -0.882763 1.794147 -0.523897 -3.552 -0.912 -0.884
H 0.062313 -1.399089 2.098956 0.270 0.908 -1.150
H 1.751308 -2.522952 -0.887707 0.164 0.125 -0.519
C -0.870760 0.366862 -1.073868 1.288 -1.317 2.539
H 3.187877 0.501405 2.642467 2.211 1.162 1.247
C 0.842747 -0.826907 -0.040931 -2.079 1.638 -1.663
Cl 3.647602 0.230810 -0.658249 1.719 -0.135 -0.539
H -0.779021 1.888865 0.555606 0.501 -0.030 -0.101
H -2.770133 -0.664590 -1.725118 1.061 0.799 2.133
H -2.701531 0.207173 0.014707 0.357 -1.620 -0.983
C -2.137738 -0.455231 -0.734639 -0.749 2.248 -2.019
H -0.308774 2.462891 -1.132415 0.488 0.464 0.160
H 1.759148 -1.116775 -1.952433 0.887 0.666 -1.237
H 1.422816 0.777657 2.876308 -0.466 1.096 0.711
```
Forces are in eV/Å.

- Maximum force: 4.32 eV Å⁻¹
- Orbital gap: 8.60 eV
- E_LUMO: 0.02788 Eh
- Highest occupied orbital energy: -7.8 eV



C60H58F2N6OSiTeTi | ωB97M-V with the def2-TZVPD basis set

Geometry as XYZ:
```
130
Properties=species:S:1:pos:R:3:forces:R:3
N 1.955183 0.928557 -0.866395 0.044 -0.112 0.179
H 3.935700 4.071369 1.827669 0.016 0.011 0.020
C -3.271484 3.211534 2.120409 0.011 0.156 0.058
C -3.802187 3.221488 0.719440 -0.050 0.012 0.018
H 3.663352 0.914430 4.745520 0.020 0.010 0.010
C 2.539548 0.012436 -0.051662 -0.303 0.118 -0.001
C 5.359739 2.189778 -4.094968 -0.003 -0.008 0.008
C 1.965291 -4.310123 3.112816 0.004 -0.002 0.015
H 0.772491 -4.326262 -4.364169 -0.006 -0.007 0.010
H 2.645410 -5.938587 -4.068683 0.006 0.008 -0.007
Te -0.862929 3.096333 -0.314630 0.318 -0.098 -0.238
C 1.654670 -4.035860 -3.788987 -0.007 0.014 -0.007
N 3.675639 -0.471533 0.222207 0.092 -0.007 -0.032
H 0.229440 -3.293672 -2.311475 0.082 0.037 -0.030
C -1.626573 0.225365 2.840397 -0.139 -0.065 0.030
H 5.988514 2.959466 -4.521607 0.010 0.018 -0.008
H 1.301566 -4.962678 -0.736959 0.003 -0.034 0.051
C -3.729178 -0.168690 1.114335 -0.068 -0.072 0.017
N -0.836238 -0.038836 -1.163819 -0.047 -0.060 0.302
H -3.246303 -1.396687 -3.826549 -0.009 -0.005 -0.013
C 0.111372 -6.200532 3.907301 -0.009 -0.003 -0.007
H -3.154462 4.230954 2.496157 0.050 0.027 -0.023
H 2.560308 -4.238171 0.209156 0.024 0.049 0.009
H 0.690415 4.159324 3.601058 0.015 0.001 -0.003
H -0.871817 -4.637593 -1.447841 -0.029 -0.040 0.040
Ti 0.584338 0.355411 0.521120 0.332 -0.312 -0.586
H 3.165964 -5.017483 4.741453 0.014 0.002 0.008
H -7.560350 4.185635 -1.449863 0.001 0.009 -0.004
C 3.592373 1.528664 -2.605518 0.008 0.035 0.012
C -2.434535 -0.163485 0.605490 0.032 0.017 0.005
C 0.918128 -1.562368 1.442637 -0.040 -0.018 -0.065
C -3.674411 -3.500042 0.926535 0.007 0.004 -0.006
C -2.101058 -0.378291 -0.813463 -0.096 0.057 0.021
C -4.008463 -0.002745 2.455227 0.077 -0.068 -0.019
C 5.519326 0.866086 -4.487013 0.017 0.004 -0.011
H -0.838539 0.395984 3.568335 0.009 -0.007 0.001
H -3.402226 2.980477 -3.822181 0.000 -0.005 -0.016
C -2.929235 0.184906 3.298198 0.039 -0.148 0.024
H -2.307809 2.711604 2.177248 -0.079 -0.016 -0.032
C 5.083708 3.103580 4.082539 0.067 0.022 0.044
H 0.729179 8.493167 1.705564 0.009 0.014 0.005
C 0.292998 6.481104 2.282000 0.005 -0.015 0.005
H -2.047039 3.845583 -3.083376 -0.020 0.002 0.014
C 2.250862 0.913030 3.138041 0.016 0.031 -0.025
C -2.982833 3.179306 -0.408602 -0.015 -0.058 0.037
O 2.179692 3.085900 -1.520921 0.100 -0.052 -0.026
H -0.951413 -0.599672 -4.465561 0.000 -0.010 -0.012
F -4.796494 -0.340231 0.300353 0.042 0.019 0.051
C -7.260359 3.308234 -0.874745 -0.030 0.008 0.002
H 4.523641 -4.855306 -3.146478 -0.004 0.003 -0.005
N 1.788882 1.501973 2.030013 -0.175 0.008 0.072
N 2.131667 -3.130821 -1.488263 0.002 0.163 -0.003
C -5.768341 3.261713 -0.704134 -0.004 0.000 -0.026
C -1.302716 -0.563649 -3.444489 0.076 0.028 0.044
C -0.178036 6.002485 -0.384133 0.007 0.003 -0.027
C 1.246739 -3.083260 -2.646249 -0.067 0.051 -0.103
H 1.720308 -5.819350 -2.594136 0.005 -0.001 -0.010
H 1.998804 -1.665254 1.614144 0.017 0.021 0.039
C -0.212958 4.163850 2.987439 0.031 -0.063 0.002
C 2.377596 2.626796 1.604447 -0.001 0.079 -0.080
H 0.412747 -1.484358 2.415185 0.010 -0.052 0.030
N 5.983917 3.536292 4.648698 -0.013 0.001 -0.012
C 4.718214 -0.125149 -3.939765 0.001 -0.007 0.000
C -1.357814 0.064442 1.481525 0.108 0.333 0.171
C -2.740109 3.012491 -2.957840 0.070 -0.004 -0.041
C -2.351583 -3.216074 1.231892 -0.012 0.045 0.033
C 3.494375 -3.427079 -1.898554 0.033 -0.003 -0.005
C -3.552175 3.136881 -1.695410 0.004 0.005 0.056
H 2.706175 -3.574844 2.816474 0.014 0.022 -0.013
H 4.399509 -0.178611 -0.440529 0.004 -0.043 0.035
C -2.570628 -0.992042 -3.084326 -0.018 -0.009 0.028
C 2.232019 -5.122047 4.203749 -0.001 -0.019 0.017
H 1.504221 -6.706746 5.457529 0.005 -0.008 0.017
C 4.393509 2.522525 -3.161765 -0.010 -0.017 -0.012
C -0.335198 4.964483 0.536201 -0.165 0.016 0.162
H -4.461917 -3.192202 1.602948 -0.014 0.007 0.014
C 1.681811 -3.986060 -0.395238 0.015 -0.066 0.145
H 2.312465 -3.508129 -4.487355 0.010 0.000 0.006
H -0.338376 5.805241 -1.435815 -0.017 -0.005 -0.009
H -5.374217 3.147321 -2.803766 -0.008 -0.004 -0.022
H 3.143478 -0.561662 -2.541023 -0.053 -0.058 -0.013
C -2.976932 -0.894363 -1.767438 -0.001 0.035 -0.005
H -3.960260 2.688479 2.784291 -0.001 0.101 -0.020
C -1.647353 -4.288829 -0.776860 -0.014 -0.074 -0.035
H 4.159730 -3.266475 -1.048429 0.000 -0.016 0.008
H 3.861201 -5.561919 -1.691258 -0.014 0.008 0.018
C -0.466782 -0.106865 -2.446163 0.024 -0.078 -0.069
C 2.535427 1.920823 -1.626563 -0.178 0.173 0.002
H -0.367588 3.159056 2.600017 0.054 0.010 -0.008
H -7.767850 3.345756 0.087972 -0.001 0.001 0.009
H -5.815778 3.311477 1.429939 -0.012 0.006 0.017
C 2.389241 -5.260308 -3.253027 -0.024 -0.038 0.000
H -2.131936 -2.685104 2.152714 0.007 0.008 0.022
C -3.987970 -4.173520 -0.246394 -0.008 0.006 -0.003
C 1.300824 -6.071018 4.605598 0.005 -0.003 0.002
H 0.313366 8.059778 -0.706468 0.001 0.021 -0.014
C 3.950724 2.562553 3.381410 -0.036 -0.004 -0.030
Si 0.489000 -3.288850 0.902463 -0.090 0.073 -0.103
H 3.782796 -2.686875 -2.649269 -0.012 0.020 -0.062
C -4.933995 3.182341 -1.813383 -0.014 -0.016 0.006
H -1.049580 4.400086 3.647298 0.006 -0.007 -0.006
C 3.476181 3.179967 2.227938 -0.110 -0.069 0.203
H -5.025028 -0.014973 2.818541 -0.023 0.005 0.014
F -3.177274 0.360821 4.613771 0.002 0.015 -0.068
C 3.653482 -4.840848 -2.484041 0.040 -0.017 -0.016
C -2.968930 -4.571133 -1.098134 -0.005 -0.004 0.007
C 3.758893 0.204660 -2.993980 0.004 -0.034 0.019
C -0.146804 -5.383007 2.813520 -0.045 -0.020 -0.015
H -1.083239 -5.499897 2.280338 -0.009 -0.002 -0.002
H 4.845124 -1.155474 -4.245829 -0.001 -0.018 0.002
H -3.957611 -1.222740 -1.467500 0.005 0.014 -0.028
H 0.546450 0.208019 -2.654163 -0.001 -0.012 -0.015
H 1.222821 -2.061782 -3.042436 0.067 0.019 -0.017
C -5.184841 3.276834 0.548510 0.010 -0.069 0.008
C -0.093120 5.194965 1.896251 0.016 -0.002 -0.012
H -7.618207 2.428842 -1.411966 -0.001 -0.015 -0.006
H -0.618800 -6.939497 4.211975 -0.011 -0.013 0.007
C -1.305106 -3.594103 0.384938 0.031 0.048 0.014
C 0.769292 -4.419258 2.394691 0.035 -0.003 -0.046
H -5.019983 -4.395524 -0.487396 -0.010 -0.003 -0.003
H 0.484382 6.670872 3.332027 0.005 -0.007 0.014
C 0.196768 7.269961 0.022905 0.005 -0.010 0.004
H 6.272750 0.608151 -5.220021 0.002 -0.004 -0.005
H 4.239402 3.547359 -2.853698 -0.006 0.017 0.009
H -2.137409 2.101212 -2.961913 -0.035 0.036 0.001
H 1.766254 -0.006991 3.435881 -0.001 0.020 -0.010
C 3.318577 1.419144 3.855682 -0.047 0.011 -0.082
H -3.199676 -5.111079 -2.007990 -0.006 -0.010 -0.014
H 1.982044 3.080572 0.703539 0.024 -0.027 0.009
C 0.432044 7.508684 1.368918 -0.003 0.031 -0.014
```
Forces are in eV/Å.

- Maximum force: 0.74 eV Å⁻¹
- Orbital gap: 6.77 eV
- E_LUMO: -0.03182 Eh
- Highest occupied orbital energy: -7.6 eV



> Among the records above, which one has the highest maximum force?

C6H5F4N



> What is the formula in the third record?

H2N2O3S



> Look up the maximum force of the third one.

2.76 eV Å⁻¹